{"formula": "C19H27F3N4PdS2Si", "method": "ωB97M-V/def2-TZVPD", "total_charge": 0, "spin_multiplicity": 3, "s2": 2.021, "gap_ev": [5.57, 7.28], "de_lowest_kj_mol": 31.3, "elements": ["Pd", "C", "N", "C", "N", "S", "H", "H", "H", "H", "H", "H", "S", "C", "N", "C", "C", "C", "C", "H", "H", "H", "H", "H", "C", "Si", "C", "C", "C", "C", "C", "C", "C", "H", "H", "H", "H", "H", "H", "H", "H", "H", "H", "H", "F", "C", "F", "F", "C", "C", "C", "N", "H", "H", "H", "H", "H"], "positions_angstrom": [[-0.351, 0.022, 0.543], [-3.792, -1.395, -1.253], [-2.398, -1.522, -0.965], [-1.600, -2.580, -1.038], [-2.097, -3.704, -1.586], [-0.014, -2.542, -0.424], [-4.431, -1.821, -0.474], [-4.082, -1.872, -2.201], [-4.003, -0.332, -1.329], [-1.909, -0.685, -0.585], [-2.959, -3.692, -2.107], [-1.444, -4.438, -1.773], [-0.105, 2.469, 1.224], [0.071, 2.539, 2.890], [-1.005, 2.799, 3.676], [-0.986, 2.934, 5.024], [0.177, 2.794, 5.699], [1.349, 2.482, 4.957], [1.282, 2.328, 3.599], [-1.899, 2.843, 3.196], [-1.925, 3.180, 5.487], [0.196, 2.928, 6.764], [2.284, 2.353, 5.485], [2.169, 2.077, 3.019], [2.014, 1.343, -1.575], [0.199, 0.858, -1.684], [-0.879, 2.318, -2.055], [-0.024, -0.345, -3.104], [-1.281, -0.500, -3.706], [-1.487, -1.365, -4.776], [-0.419, -2.092, -5.303], [0.840, -1.956, -4.737], [1.022, -1.113, -3.645], [2.379, 1.644, -2.573], [2.642, 0.522, -1.212], [2.120, 2.190, -0.896], [-0.468, 3.230, -1.633], [-1.860, 2.184, -1.598], [-1.009, 2.464, -3.137], [-2.139, 0.060, -3.339], [-2.465, -1.468, -5.216], [-0.580, -2.740, -6.151], [1.666, -2.519, -5.141], [2.013, -1.053, -3.207], [-2.952, 0.444, 1.555], [-1.881, -0.302, 1.905], [-2.275, -1.592, 1.998], [-1.627, 0.069, 3.225], [4.582, -0.261, 2.144], [3.693, -1.471, 1.846], [2.295, -1.066, 2.013], [1.245, -0.630, 2.185], [5.633, -0.520, 1.999], [4.439, 0.071, 3.171], [4.321, 0.571, 1.476], [3.891, -2.295, 2.520], [3.827, -1.847, 0.824]], "forces_ev_per_a": [[1.328, -0.200, 0.461], [-0.485, -0.361, -0.362], [0.712, 0.420, 0.277], [-0.161, 0.101, 0.063], [-0.222, -0.107, -0.077], [-0.293, 0.212, 0.010], [0.127, 0.020, 0.103], [0.173, 0.173, 0.049], [-0.138, 0.008, -0.036], [-0.426, -0.448, -0.220], [0.101, 0.033, 0.046], [0.115, -0.193, -0.030], [-0.047, 0.267, -0.225], [0.277, -0.304, 0.074], [-0.725, 0.154, 0.071], [0.131, -0.005, -0.233], [0.241, 0.052, -0.057], [-0.364, -0.118, -0.189], [0.585, 0.130, 0.207], [0.220, 0.030, 0.002], [-0.116, -0.067, 0.058], [0.051, -0.015, 0.183], [0.039, -0.022, -0.077], [-0.298, 0.082, 0.121], [0.210, 0.060, -0.361], [-0.221, -0.401, 0.236], [-0.337, 0.447, -0.505], [0.050, -0.417, -0.626], [-0.102, -0.050, -0.069], [0.506, -0.061, 0.061], [-0.244, 0.307, 0.246], [-0.262, 0.109, 0.224], [-0.094, 0.154, 0.058], [-0.054, -0.096, 0.293], [-0.062, 0.088, -0.045], [0.014, -0.053, 0.024], [0.086, 0.164, 0.070], [-0.071, 0.009, -0.065], [0.025, 0.033, 0.205], [0.144, 0.033, 0.004], [-0.224, 0.036, -0.059], [0.024, -0.122, -0.104], [0.178, -0.047, -0.005], [0.004, 0.058, 0.022], [-0.952, -0.011, 0.081], [0.618, 0.237, 0.272], [-0.421, 0.000, 0.060], [-0.031, -0.153, -0.582], [0.114, 0.105, -0.284], [-0.273, 0.161, -0.241], [-0.044, 0.093, 0.143], [0.457, -0.334, 0.228], [-0.100, 0.068, 0.014], [0.028, -0.008, 0.016], [0.143, -0.218, 0.164], [0.074, -0.165, 0.149], [-0.009, 0.129, 0.159]], "lowdin_charge": [0.3755, -0.0744, -0.0821, -0.8791, 0.1143, 0.6106, 0.0931, 0.0810, 0.0900, 0.0124, 0.0923, 0.0848, 0.6750, -0.7454, 0.0449, -0.0755, -0.0677, -0.0471, -0.0949, 0.1442, 0.1279, 0.1007, 0.1079, 0.0985, -0.2323, 0.4571, -0.2556, -0.3162, -0.1292, -0.0960, -0.1009, -0.0940, -0.1129, 0.0380, 0.0112, 0.0015, 0.0074, 0.0177, 0.0350, 0.0928, 0.0926, 0.0935, 0.0958, 0.0936, 0.0125, -0.6408, 0.0330, -0.0076, -0.0939, -0.2086, -0.1974, 0.1505, 0.0762, 0.0750, 0.0803, 0.1135, 0.1212]}